Entry 1:
The following is a DFT calculation (ωB97M-V/def2-TZVPD) of a molecular structure, C46H32BrInNO6 in a non-equilibrium geometry.

Highest occupied orbital energy, eV: -5.30
Charge: -1
Frontier orbital gap, eV: 5.3011

CARTESIAN COORDINATES (ANGSTROEM)
1 In -0.53 2.49 7.02
2 Br -1.87 4.45 5.80
3 O 0.74 3.76 -2.63
4 O 0.16 -6.07 5.69
5 O -2.57 1.85 1.09
6 O -1.56 -0.35 -8.40
7 O -0.89 -2.08 2.30
8 O 3.60 -1.39 -7.51
9 N 1.66 5.79 7.51
10 C -0.08 -4.52 1.20
11 C 1.56 -2.15 -8.39
12 C 0.20 -1.89 -8.60
13 C 2.09 -3.38 -8.78
14 C 0.32 -0.73 -0.48
15 C 0.51 0.46 -7.65
16 C -0.70 -2.77 4.54
17 C 0.09 -5.35 3.46
18 C -0.08 -4.09 -9.56
19 C -2.26 6.28 -1.17
20 C -0.46 -3.82 5.43
21 C -0.57 -3.61 6.80
22 C 0.34 -5.75 0.71
23 C -1.24 5.48 -1.68
24 C 1.03 1.07 -1.92
25 C -0.64 0.09 0.09
26 C 2.43 -1.14 -7.74
27 C -3.15 5.77 -0.23
28 C -3.01 4.46 0.22
29 C -1.83 2.27 0.22
30 C 2.13 4.36 7.45
31 C -0.61 -2.86 -9.18
32 C 0.66 -6.78 1.60
33 C 1.16 3.38 8.28
34 C -1.13 -1.30 6.40
35 C 2.15 2.40 -6.51
36 C -2.04 1.45 8.41
37 C -1.11 4.16 -1.23
38 C -1.98 3.66 -0.27
39 C 0.07 1.90 -1.35
40 C -0.62 -2.99 3.08
41 C 0.53 -6.58 2.97
42 C 2.67 1.15 -6.81
43 C -0.04 3.31 -1.80
44 C 1.85 0.18 -7.39
45 C -1.04 -1.51 5.03
46 C 1.15 -0.25 -1.49
47 C -0.78 1.41 -0.35
48 C 1.28 -4.34 -9.37
49 C -0.20 -4.31 2.57
50 C -2.67 0.78 9.36
51 C -0.06 -5.15 4.92
52 C 0.00 1.72 -7.35
53 C -0.37 -0.58 -8.23
54 C 0.82 2.69 -6.79
55 C -0.91 -2.35 7.29
56 H -0.55 5.88 -2.41
57 H -3.71 4.07 0.96
58 H -2.37 7.31 -1.52
59 H 1.70 -5.29 -9.68
60 H 2.79 3.16 -6.07
61 H -1.38 -0.31 6.78
62 H 0.42 -1.76 -0.14
63 H 3.15 -3.59 -8.62
64 H 0.44 -5.91 -0.36
65 H -1.67 -2.67 -9.34
66 H 0.41 3.68 -6.57
67 H -0.32 -3.72 0.50
68 H -3.96 6.39 0.15
69 H 0.77 -7.39 3.66
70 H 2.30 4.05 6.35
71 H 1.90 -0.90 -1.94
72 H 1.68 6.24 6.59
73 H -1.00 -2.19 8.36
74 H -0.71 -4.84 -10.02
75 H 1.69 1.44 -2.70
76 H 3.71 0.93 -6.60
77 H -1.21 -0.68 4.35
78 H -1.04 1.95 -7.57
79 H -1.29 -0.29 0.87
80 H 0.73 5.85 7.95
81 H 1.75 2.52 8.80
82 H -0.40 -4.43 7.50
83 H -3.00 -0.07 10.07
84 H 1.00 -7.74 1.22
85 H 0.14 1.31 5.80
86 H 3.18 4.33 7.95
87 H 0.69 4.02 9.13

Entry 2:
The following is a DFT calculation (ωB97M-V/def2-TZVPD) of 2 unconnected molecules or ions with the total composition C11H22BFNO9SSi in a non-equilibrium geometry.

Highest occupied orbital energy, eV: -4.83
Charge: -1
Frontier orbital gap, eV: 7.4559

CARTESIAN COORDINATES (ANGSTROEM)
1 S 2.72 -3.71 -0.48
2 Si -2.34 -0.17 2.76
3 F 3.94 0.90 -0.19
4 O 3.11 -5.05 -0.18
5 O 2.04 -3.71 -1.91
6 O 1.96 -2.97 0.46
7 O -2.61 -0.21 1.14
8 O 3.82 0.49 -2.37
9 O 4.00 -2.84 -0.87
10 O -0.85 3.73 -2.14
11 O 1.04 0.10 -2.74
12 O -1.35 1.47 -2.49
13 N 2.06 1.49 -1.23
14 C 2.63 -2.68 -2.74
15 C -2.22 0.86 0.28
16 C 3.28 0.91 -1.39
17 C 0.90 0.96 -1.94
18 C -0.45 1.53 -1.46
19 C 4.08 -2.67 -2.30
20 C -0.36 3.04 -1.04
21 C -0.85 0.57 -0.31
22 C -3.71 0.77 3.65
23 C -2.29 -1.94 3.35
24 C -0.70 0.64 3.21
25 B -1.96 2.87 -2.63
26 H -4.08 0.19 4.51
27 H -0.69 0.79 4.29
28 H -2.07 -1.96 4.42
29 H -2.25 1.81 0.82
30 H -1.48 -2.46 2.84
31 H -2.93 2.96 -1.84
32 H 2.14 -1.73 -2.54
33 H 4.65 -3.49 -2.72
34 H -0.89 -0.43 -0.73
35 H 0.65 3.37 -0.82
36 H -0.09 0.56 0.49
37 H -1.00 3.20 -0.16
38 H -3.34 1.73 4.04
39 H -3.23 -2.46 3.16
40 H 1.85 1.61 -0.24
41 H 4.57 -1.72 -2.50
42 H -4.54 0.98 2.98
43 H 2.50 -2.96 -3.78
44 H -0.56 1.61 2.72
45 H 0.13 -0.02 2.94
46 H -2.94 0.93 -0.53
47 H -2.28 3.10 -3.78

Entry 3:
The following is a DFT calculation (ωB97M-V/def2-TZVPD) of a single C2H5NSi molecule in a non-equilibrium geometry.

Highest occupied orbital energy, eV: -9.90
ΔE to the lowest compared entry with this formula, charge and spin, eV: 0.558
Structure (SMILES): C#C[SiH2]N
Frontier orbital gap, eV: 10.8408

CARTESIAN COORDINATES (ANGSTROEM)
1 Si 0.52 -0.82 0.04
2 N 1.56 0.62 0.05
3 C -2.32 0.26 0.05
4 C -1.26 -0.31 -0.11
5 H 1.28 -1.47 -1.05
6 H 1.37 1.42 0.64
7 H 0.39 -1.56 1.28
8 H -3.21 0.80 -0.06
9 H 1.67 1.07 -0.84

Entry 4:
The following is a DFT calculation (ωB97M-V/def2-TZVPD) of a single C10H16O4Si molecule in a non-equilibrium geometry.

Highest occupied orbital energy, eV: -8.34
ΔE to the lowest compared entry with this formula, charge and spin, eV: 0.000
Structure (SMILES): CO[Si](OC)(OC)[C@H](O)c1ccccc1
Frontier orbital gap, eV: 9.1008

CARTESIAN COORDINATES (ANGSTROEM)
1 Si -1.27 -0.06 0.00
2 O -0.87 -0.02 -1.59
3 O -0.25 2.37 1.18
4 O -1.75 -1.58 0.36
5 O -2.67 0.62 0.27
6 C 3.22 1.15 -0.77
7 C 1.91 -0.73 0.85
8 C 1.39 0.55 0.74
9 C -0.39 1.09 -2.38
10 C 2.03 1.49 -0.15
11 C 0.05 0.95 1.27
12 C 3.15 -1.00 0.40
13 C -3.82 0.11 0.82
14 C 3.81 -0.07 -0.41
15 C -1.21 -2.87 0.22
16 H -3.85 -0.84 1.35
17 H -1.09 2.39 1.78
18 H -0.06 0.75 2.34
19 H 4.87 -0.30 -0.80
20 H -1.37 -3.33 -0.78
21 H 3.62 -2.02 0.50
22 H -4.31 0.93 1.42
23 H -1.21 1.12 -3.18
24 H 1.63 2.46 -0.23
25 H -1.98 -3.53 0.80
26 H -4.63 -0.01 -0.07
27 H 1.49 -1.33 1.53
28 H 0.67 0.86 -2.66
29 H 3.54 1.83 -1.55
30 H -0.49 1.91 -1.74
31 H -0.16 -2.91 0.50

Entry 5:
The following is a DFT calculation (ωB97M-V/def2-TZVPD) of a single C5H7NO2 molecule in a non-equilibrium geometry.

Highest occupied orbital energy (spin up / spin down), eV: -6.65 / -10.00
ΔE to the lowest compared entry with this formula, charge and spin, eV: 1.164
Multiplicity: 3
Frontier orbital gap (spin up / spin down), eV: 7.5838 / 9.0160

CARTESIAN COORDINATES (ANGSTROEM)
1 O -1.37 1.12 0.01
2 O 2.54 -0.57 0.39
3 N 1.08 1.21 0.17
4 C 1.61 -0.01 -0.06
5 C -1.21 -0.15 0.70
6 C -0.53 -1.36 -0.05
7 C -0.13 1.46 -0.56
8 C 0.53 -0.72 -0.95
9 H 0.62 -1.03 -1.93
10 H -0.18 -2.10 0.77
11 H -2.23 -0.47 0.95
12 H 1.28 1.88 0.89
13 H -0.28 2.39 -1.13
14 H -1.29 -1.75 -0.71
15 H -0.45 0.08 1.51

Entry 6:
The following is a DFT calculation (ωB97M-V/def2-TZVPD) of a gas-phase ion, C2H4ClN2 (charge +1) in a non-equilibrium geometry.

Highest occupied orbital energy (spin up / spin down), eV: -14.72 / -14.89
ΔE to the lowest compared entry with this formula, charge and spin, eV: 4.390
Charge: +1
Frontier orbital gap (spin up / spin down), eV: 7.6626 / 7.7167

CARTESIAN COORDINATES (ANGSTROEM)
1 Cl 1.84 -0.66 -2.78
2 N -0.53 0.01 -0.32
3 N 0.67 -0.35 -0.43
4 C -1.02 0.50 0.88
5 C 1.38 -1.13 -1.32
6 H 1.30 -0.32 0.42
7 H -1.83 -0.16 1.23
8 H -0.27 0.65 1.67
9 H -1.54 1.44 0.65

Values of molecular weight, in order: 889.5, 402.3, 71.2, 228.3, 113.1, 91.5, all in g mol⁻¹.